The following is a DFT calculation (ωB97M-V with the def2-TZVPD basis set) of a 15-piece molecular cluster, C42H123N9O15 overall at a distorted geometry.

Output
Net charge: +1
LUMO energy (alpha / beta) (eV): -1.8 / -7.6
Multiplicity: 2
Relative energy (zero: lowest compared OMol25 entry of this formula, charge and spin) (kcal per mole): 46.2
<S²>: 0.7569

Last column: Mulliken spin population.
Positions of all 189 atoms, in Å:
1 C -19.017 -0.563 14.161  0.000
2 O -19.565 -0.780 12.887  0.000
3 H -17.935 -0.694 14.159  0.000
4 H -19.179 0.492 14.379  0.000
5 H -19.518 -1.122 14.952  0.000
6 H -19.441 -1.719 12.732  0.000
7 C -8.896 -0.362 10.675  -0.001
8 O -9.768 0.566 11.189  0.002
9 H -8.486 -0.957 11.491  0.000
10 H -9.244 -1.030 9.887  0.000
11 H -8.129 0.261 10.216  0.000
12 H -10.413 0.067 11.695  -0.003
13 C -13.918 4.491 15.281  0.000
14 O -14.116 5.861 15.526  0.000
15 H -14.736 4.004 14.749  0.000
16 H -12.972 4.247 14.799  0.000
17 H -13.732 4.055 16.262  0.000
18 H -14.992 5.992 15.897  0.000
19 C -14.806 -1.980 10.122  0.019
20 O -15.519 -3.030 10.728  0.062
21 H -14.826 -1.125 10.798  -0.009
22 H -13.786 -2.257 9.854  -0.001
23 H -15.339 -1.708 9.210  0.004
24 H -15.279 -3.114 11.654  -0.006
25 C -9.433 3.687 12.866  0.000
26 O -9.028 4.792 13.543  0.000
27 H -8.641 2.938 12.840  0.000
28 H -10.348 3.302 13.316  0.000
29 H -9.645 3.917 11.822  0.000
30 H -8.247 5.140 13.106  0.000
31 C -15.590 4.505 10.813  0.000
32 O -16.900 5.066 10.775  0.000
33 H -14.979 4.865 11.641  0.000
34 H -15.701 3.431 10.963  0.000
35 H -15.126 4.722 9.851  0.000
36 H -16.863 6.003 10.570  0.000
37 C -19.691 0.800 6.726  0.000
38 C -18.335 0.104 6.767  0.000
39 C -17.818 0.036 8.249  0.000
40 O -17.665 1.374 8.629  0.000
41 C -17.681 1.530 10.039  0.000
42 N -18.533 -1.199 6.139  0.000
43 H -20.181 0.808 5.752  0.000
44 H -19.559 1.811 7.111  0.000
45 H -20.474 0.323 7.315  0.000
46 H -17.582 0.677 6.225  0.000
47 H -16.892 -0.534 8.169  0.000
48 H -18.524 -0.574 8.814  0.000
49 H -18.398 0.876 10.537  0.000
50 H -17.914 2.541 10.373  0.000
51 H -16.677 1.363 10.429  0.000
52 H -19.458 -1.435 6.468  0.000
53 H -17.868 -1.810 6.593  0.000
54 C -17.054 -0.742 18.941  0.000
55 C -18.107 -0.843 17.861  0.000
56 C -18.443 -2.330 17.435  0.000
57 O -17.428 -2.899 16.535  0.000
58 C -17.193 -4.246 16.786  0.001
59 N -19.238 -0.269 18.497  0.000
60 H -16.854 0.273 19.285  0.000
61 H -16.089 -1.163 18.661  0.000
62 H -17.354 -1.201 19.883  0.000
63 H -17.785 -0.292 16.977  0.000
64 H -19.419 -2.495 16.978  0.000
65 H -18.539 -2.820 18.404  0.000
66 H -18.102 -4.790 17.043  0.000
67 H -16.415 -4.388 17.537  0.000
68 H -16.772 -4.624 15.854  -0.001
69 H -19.419 -0.442 19.476  0.000
70 H -20.045 -0.514 17.941  0.000
71 C -10.447 3.459 16.564  0.000
72 C -9.998 3.934 17.937  0.000
73 C -8.843 4.912 17.922  0.000
74 O -8.324 5.260 19.252  0.000
75 C -7.290 6.203 19.279  0.000
76 N -11.129 4.561 18.584  0.000
77 H -10.648 4.293 15.892  0.000
78 H -11.346 2.846 16.635  0.000
79 H -9.622 2.936 16.080  0.000
80 H -9.795 3.075 18.576  0.000
81 H -9.127 5.843 17.431  0.000
82 H -8.015 4.471 17.366  0.000
83 H -7.554 7.179 18.870  0.000
84 H -6.384 5.901 18.752  0.000
85 H -6.937 6.398 20.291  0.000
86 H -11.181 5.529 18.298  0.000
87 H -10.965 4.520 19.579  0.000
88 C -13.330 1.521 12.336  0.002
89 C -12.400 0.716 13.266  0.009
90 C -13.007 0.471 14.680  0.000
91 O -14.259 -0.305 14.512  -0.009
92 C -14.860 -0.560 15.791  -0.007
93 N -12.043 -0.522 12.613  0.036
94 H -12.781 1.788 11.433  -0.002
95 H -13.651 2.402 12.893  0.001
96 H -14.256 1.020 12.053  0.001
97 H -11.501 1.301 13.463  0.002
98 H -13.170 1.382 15.256  0.001
99 H -12.392 -0.089 15.385  -0.002
100 H -14.216 -1.082 16.499  0.004
101 H -15.777 -1.115 15.594  0.001
102 H -15.270 0.336 16.257  0.000
103 H -12.935 -0.972 12.461  -0.001
104 H -11.568 -1.028 13.346  0.008
105 C -13.418 -3.168 18.768  0.002
106 C -12.081 -3.788 18.267  -0.002
107 C -11.671 -5.054 19.074  0.000
108 O -11.427 -4.864 20.455  0.000
109 C -10.362 -4.039 20.800  0.000
110 N -12.356 -4.002 16.862  0.002
111 H -14.318 -3.741 18.547  0.000
112 H -13.507 -2.189 18.297  0.000
113 H -13.417 -2.966 19.840  0.000
114 H -11.220 -3.121 18.304  -0.001
115 H -10.775 -5.551 18.700  0.000
116 H -12.481 -5.771 18.944  0.000
117 H -9.516 -4.291 20.160  0.000
118 H -10.121 -4.131 21.859  0.000
119 H -10.616 -2.988 20.666  0.000
120 H -12.982 -4.780 16.709  0.000
121 H -11.490 -4.322 16.453  -0.002
122 C -7.220 0.668 15.415  0.001
123 C -8.218 -0.482 15.601  0.000
124 C -8.851 -0.466 17.034  -0.002
125 O -7.942 -0.793 18.060  0.000
126 C -8.522 -0.493 19.395  0.000
127 N -9.210 -0.484 14.525  0.004
128 H -7.739 1.548 15.033  0.000
129 H -6.341 0.529 14.786  0.000
130 H -6.869 0.878 16.426  0.000
131 H -7.713 -1.432 15.428  0.000
132 H -9.543 -1.303 17.134  0.001
133 H -9.433 0.434 17.231  0.000
134 H -7.723 -0.553 20.133  0.000
135 H -9.258 -1.224 19.730  0.000
136 H -8.998 0.487 19.427  0.000
137 H -8.742 -0.552 13.632  -0.001
138 H -9.538 0.471 14.558  0.000
139 C -16.207 -4.401 13.216  0.023
140 C -14.707 -4.454 13.434  -0.047
141 C -14.088 -5.675 12.617  0.020
142 O -14.643 -6.880 13.096  0.001
143 C -14.075 -8.002 12.465  0.000
144 N -14.151 -3.146 13.186  0.605
145 H -16.595 -5.237 13.798  -0.003
146 H -16.720 -4.463 12.256  0.009
147 H -16.587 -3.462 13.620  -0.007
148 H -14.510 -4.642 14.489  0.080
149 H -13.015 -5.608 12.798  0.005
150 H -14.412 -5.640 11.577  -0.002
151 H -14.125 -8.036 11.376  0.000
152 H -14.742 -8.793 12.809  0.000
153 H -13.074 -8.236 12.826  0.000
154 H -13.155 -3.136 13.356  -0.022
155 H -14.613 -2.457 13.762  -0.012
156 C -10.672 -3.738 12.458  0.005
157 C -10.798 -3.916 14.006  -0.029
158 C -9.478 -4.184 14.650  0.032
159 O -9.597 -4.279 16.054  -0.001
160 C -8.327 -4.485 16.759  0.000
161 N -11.429 -2.719 14.541  0.265
162 H -10.419 -4.681 11.975  0.000
163 H -10.020 -2.924 12.143  0.002
164 H -11.636 -3.511 12.002  -0.003
165 H -11.483 -4.727 14.255  -0.001
166 H -8.730 -3.425 14.421  -0.001
167 H -9.216 -5.176 14.281  0.002
168 H -7.989 -5.509 16.599  0.000
169 H -8.547 -4.394 17.823  0.000
170 H -7.610 -3.723 16.452  0.000
171 H -11.636 -2.752 15.529  0.011
172 H -10.686 -2.039 14.465  -0.048
173 C -14.126 1.963 7.875  0.000
174 C -12.858 1.488 8.488  -0.001
175 C -11.910 0.698 7.546  0.000
176 O -12.529 -0.511 7.226  0.000
177 C -11.603 -1.480 6.801  0.000
178 N -12.251 2.761 9.047  0.000
179 H -14.734 2.526 8.583  0.000
180 H -14.734 1.091 7.632  0.000
181 H -13.955 2.582 6.995  0.000
182 H -13.093 0.812 9.310  0.001
183 H -10.989 0.577 8.116  0.000
184 H -11.708 1.204 6.601  0.000
185 H -10.982 -1.048 6.016  0.000
186 H -12.095 -2.377 6.425  0.000
187 H -10.993 -1.803 7.644  0.000
188 H -11.345 2.577 9.455  0.000
189 H -12.072 3.484 8.364  0.000


The following is a DFT calculation (ωB97M-V with the def2-TZVPD basis set) of C42H25AsBiCl4F2N2O6S as an isolated structure.

Output
Net charge: -1
LUMO energy (eV): 2.1
Relative energy (zero: lowest compared OMol25 entry of this formula, charge and spin) (kcal per mole): 0.0

Last column: Mulliken charge in e.
Positions of all 84 atoms, in Å:
1 Bi 0.955 0.569 -1.442  1.027
2 F -1.967 -4.050 -1.044  -0.453
3 C -0.827 -3.430 -0.674  0.191
4 C -0.578 -2.146 -1.109  -0.954
5 C 0.598 -1.525 -0.722  1.855
6 C 1.537 -2.176 0.099  -0.168
7 C 1.206 -3.462 0.521  0.994
8 F 2.011 -4.152 1.355  -0.419
9 C 0.044 -4.109 0.149  -1.171
10 C 2.819 -1.497 0.442  -0.203
11 C 3.863 -2.064 1.172  -0.493
12 C 5.020 -1.332 1.361  -0.689
13 C 5.129 -0.059 0.826  -0.795
14 C 4.050 0.429 0.115  -0.673
15 N 2.939 -0.268 -0.057  0.401
16 H -1.292 -1.649 -1.752  0.192
17 H -0.158 -5.115 0.489  0.498
18 H 3.794 -3.069 1.548  0.572
19 H 5.844 -1.770 1.910  0.420
20 H 6.027 0.532 0.938  0.417
21 H 4.075 1.410 -0.347  0.473
22 Cl -4.738 1.073 -5.600  -0.242
23 C -3.734 1.069 -4.189  0.335
24 C -4.214 1.545 -2.984  0.166
25 Cl -5.830 2.159 -2.866  -0.248
26 C -3.385 1.532 -1.854  0.704
27 Cl -3.989 2.107 -0.332  -0.155
28 C -2.077 1.059 -1.904  -1.362
29 O -1.263 1.032 -0.871  0.686
30 C -1.583 0.578 -3.156  -0.129
31 O -0.350 0.128 -3.213  -0.759
32 C -2.423 0.585 -4.264  0.086
33 Cl -1.790 -0.037 -5.752  -0.218
34 O 5.215 -4.159 -3.123  -0.771
35 S 4.053 -3.743 -2.382  1.277
36 O 3.856 -4.341 -1.083  -0.599
37 N 3.958 -2.123 -2.287  -0.379
38 C 2.891 -1.662 -2.911  0.407
39 O 2.548 -0.446 -2.951  -0.814
40 C 2.067 -2.724 -3.598  0.661
41 C 0.926 -2.568 -4.364  -0.276
42 C 0.324 -3.716 -4.865  -0.561
43 C 0.854 -4.979 -4.607  -0.431
44 C 2.010 -5.128 -3.849  -0.806
45 C 2.595 -3.976 -3.363  -0.102
46 H 0.512 -1.583 -4.535  0.323
47 H -0.578 -3.627 -5.459  0.404
48 H 0.360 -5.856 -5.006  0.398
49 H 2.434 -6.103 -3.648  0.455
50 O 0.814 1.298 0.966  0.240
51 As -0.494 1.886 1.796  0.529
52 C -1.850 0.585 2.152  0.754
53 C -1.529 -0.747 1.938  -0.573
54 C -2.468 -1.728 2.225  -0.340
55 C -3.711 -1.374 2.728  -0.779
56 C -4.023 -0.039 2.951  -0.638
57 C -3.090 0.945 2.662  -0.334
58 C -1.204 3.541 1.127  0.429
59 C -0.974 3.930 -0.185  0.028
60 C -1.504 5.124 -0.650  -0.670
61 C -2.265 5.923 0.192  -0.496
62 C -2.479 5.542 1.509  -0.829
63 C -1.938 4.355 1.982  -0.376
64 C 0.136 2.406 3.547  0.048
65 C -0.319 1.811 4.715  -0.099
66 C 0.196 2.210 5.943  -0.805
67 C 1.169 3.196 6.002  -0.402
68 C 1.631 3.787 4.832  -0.747
69 C 1.116 3.394 3.608  -0.444
70 H -0.562 -1.011 1.531  0.233
71 H -2.228 -2.767 2.041  0.453
72 H -4.445 -2.141 2.942  0.354
73 H -4.998 0.238 3.329  0.396
74 H -3.346 1.988 2.809  0.299
75 H -0.408 3.290 -0.846  0.121
76 H -1.336 5.421 -1.677  0.437
77 H -2.691 6.846 -0.179  0.380
78 H -3.064 6.169 2.170  0.403
79 H -2.083 4.075 3.019  0.385
80 H -1.075 1.036 4.674  0.381
81 H -0.161 1.744 6.853  0.402
82 H 1.571 3.503 6.959  0.380
83 H 2.395 4.553 4.875  0.388
84 H 1.480 3.850 2.695  0.426